Record 1
{"formula": "C4H10O", "method": "wB97M-V/def2-TZVPD", "orbital_gap_ev": 11.01, "e_tot_ha": -233.55805, "lumo_ev": 1.162, "smiles": "[H][H].CC=O.C=C", "symbols": ["C", "C", "O", "C", "C", "H", "H", "H", "H", "H", "H", "H", "H", "H", "H"], "xyz": [[-1.410, 0.444, 1.276], [-2.026, 0.737, -0.063], [-1.407, 1.011, -1.064], [1.947, 0.594, -0.778], [2.410, -0.601, -0.429], [-1.810, -0.500, 1.662], [-1.693, 1.227, 1.989], [-0.322, 0.389, 1.193], [-0.714, -2.339, -0.570], [-3.135, 0.689, -0.095], [2.359, 1.509, -0.361], [1.122, 0.709, -1.475], [3.219, -0.722, 0.287], [1.993, -1.513, -0.848], [-0.532, -1.633, -0.722]], "forces_ev_per_a": [[0.1, 0.0, 0.0], [0.1, 0.1, -0.2], [-0.3, -0.1, 0.4], [0.0, -0.2, 0.1], [-0.1, 0.2, 0.0], [0.0, 0.1, 0.0], [0.0, -0.1, -0.1], [-0.2, 0.0, 0.0], [0.0, 0.1, 0.0], [0.1, 0.0, 0.0], [0.0, -0.1, 0.0], [0.1, 0.0, 0.1], [-0.1, 0.1, -0.1], [0.1, 0.1, 0.1], [0.0, -0.1, 0.0]]}

=====

Record 2
{"formula": "C44H109N9O23S", "method": "wB97M-V/def2-TZVPD", "orbital_gap_ev": 0.98, "total_charge": -2, "e_tot_ha": -4362.78579, "lumo_ev": 0.818, "symbols": ["C", "C", "C", "C", "C", "C", "N", "O", "C", "C", "C", "H", "H", "H", "H", "H", "H", "H", "H", "H", "H", "H", "H", "H", "H", "H", "H", "H", "H", "C", "N", "C", "C", "C", "C", "O", "H", "H", "H", "H", "H", "H", "H", "H", "H", "H", "H", "H", "H", "H", "S", "O", "O", "O", "O", "O", "C", "C", "O", "H", "H", "H", "H", "C", "C", "C", "C", "C", "C", "H", "H", "H", "H", "H", "H", "H", "H", "H", "H", "H", "H", "H", "H", "C", "C", "O", "O", "H", "H", "H", "H", "H", "H", "C", "C", "O", "O", "H", "H", "H", "H", "H", "H", "C", "C", "O", "O", "H", "H", "H", "H", "H", "H", "C", "C", "O", "O", "H", "H", "H", "H", "H", "H", "O", "C", "N", "C", "H", "H", "H", "H", "H", "O", "C", "N", "C", "H", "H", "H", "H", "H", "O", "C", "N", "C", "H", "H", "H", "H", "H", "O", "C", "N", "C", "H", "H", "H", "H", "H", "O", "C", "N", "C", "H", "H", "H", "H", "H", "O", "C", "N", "C", "H", "H", "H", "H", "H", "O", "C", "N", "C", "H", "H", "H", "H", "H"], "xyz": [[-3.844, 3.795, -9.321], [-3.888, 3.095, -10.735], [-5.089, 3.562, -11.522], [-4.915, 4.866, -12.277], [-3.704, 4.738, -13.202], [-2.391, 4.415, -12.471], [-2.504, 3.352, -11.424], [-1.369, 3.171, -10.693], [-1.897, 5.729, -11.804], [-1.396, 4.026, -13.576], [-3.983, 1.577, -10.456], [-2.939, 3.688, -8.723], [-4.679, 3.406, -8.737], [-3.981, 4.874, -9.391], [-6.040, 3.631, -10.993], [-5.371, 2.804, -12.254], [-4.861, 5.741, -11.630], [-5.825, 5.080, -12.836], [-3.641, 5.618, -13.841], [-3.887, 4.016, -13.998], [-0.942, 5.525, -11.321], [-2.642, 6.024, -11.065], [-1.744, 6.624, -12.407], [-1.681, 3.223, -14.256], [-0.386, 3.745, -13.280], [-1.366, 4.902, -14.224], [-3.827, 0.962, -11.342], [-4.926, 1.339, -9.963], [-3.229, 1.309, -9.716], [-1.388, -0.207, 0.389], [-0.416, 0.285, 1.530], [-0.925, -0.260, 2.890], [0.989, -0.346, 1.261], [-0.301, 1.836, 1.715], [-0.073, 2.658, 0.378], [-1.177, 2.564, -0.444], [-0.841, 0.160, -0.479], [-2.307, 0.286, 0.707], [-1.407, -1.296, 0.427], [-0.832, -1.344, 2.960], [-1.798, 0.284, 3.250], [-0.227, 0.115, 3.640], [0.780, -1.403, 1.095], [1.622, -0.153, 2.127], [1.388, 0.062, 0.332], [0.429, 1.959, 2.514], [-1.220, 2.210, 2.167], [0.845, 2.345, -0.118], [-0.077, 3.727, 0.593], [-1.900, 3.087, -0.088], [-6.804, 5.525, 0.694], [-7.375, 6.734, 1.188], [-6.379, 4.611, 1.702], [-7.639, 4.876, -0.338], [-5.622, 6.113, 0.151], [-2.858, 10.367, 3.973], [-1.695, 11.196, 3.848], [-0.974, 11.201, 2.405], [-1.854, 11.219, 1.291], [-0.870, 10.971, 4.524], [-1.835, 12.226, 4.177], [-0.246, 10.398, 2.288], [-0.318, 12.069, 2.326], [10.921, -1.906, 1.741], [11.389, -3.308, 2.259], [12.948, -3.445, 2.406], [13.391, -4.935, 2.360], [14.943, -5.114, 2.533], [15.347, -6.608, 2.270], [11.324, -1.091, 2.342], [9.889, -1.690, 1.467], [11.263, -1.713, 0.724], [10.840, -3.577, 3.162], [11.051, -4.030, 1.516], [13.269, -3.008, 3.351], [13.463, -2.905, 1.611], [12.863, -5.444, 3.166], [13.080, -5.443, 1.447], [15.502, -4.420, 1.905], [15.188, -4.936, 3.580], [14.615, -7.356, 2.576], [15.445, -6.728, 1.191], [16.333, -6.904, 2.628], [-8.265, 0.415, 5.632], [-8.332, -0.379, 4.356], [-8.762, 0.459, 3.327], [-7.081, 1.155, 5.580], [-8.227, -0.284, 6.468], [-9.115, 1.097, 5.607], [-9.060, -1.181, 4.232], [-7.324, -0.727, 4.131], [-8.095, 1.075, 3.013], [-7.097, 1.736, 4.816], [4.656, -0.527, 8.249], [4.851, -1.923, 7.707], [3.540, -2.485, 7.488], [4.069, 0.442, 7.316], [5.674, -0.224, 8.494], [4.183, -0.617, 9.226], [5.487, -2.447, 8.421], [5.441, -1.834, 6.795], [3.654, -3.006, 6.690], [3.243, 0.781, 7.669], [-9.487, -0.296, -3.659], [-8.245, -0.978, -3.061], [-8.567, -1.937, -2.045], [-10.146, 0.572, -2.705], [-10.211, -1.000, -4.068], [-9.275, 0.357, -4.505], [-7.535, -0.195, -2.794], [-7.850, -1.611, -3.856], [-8.835, -1.305, -1.374], [-9.564, 1.263, -2.381], [-2.225, -6.309, -5.716], [-0.940, -5.399, -5.640], [-0.348, -5.434, -4.346], [-1.955, -7.694, -5.679], [-2.836, -6.117, -6.598], [-2.878, -6.110, -4.866], [-1.286, -4.419, -5.971], [-0.137, -5.729, -6.299], [0.214, -6.210, -4.294], [-2.802, -8.089, -5.899], [-2.160, -2.625, 12.972], [-2.048, -2.362, 11.793], [-0.835, -2.294, 11.239], [-3.195, -2.057, 10.865], [-0.034, -2.652, 11.739], [-0.837, -2.079, 10.252], [-2.955, -2.298, 9.830], [-3.536, -1.028, 10.977], [-4.087, -2.623, 11.138], [3.657, -7.054, 2.813], [3.779, -8.073, 2.067], [2.736, -8.564, 1.463], [5.215, -8.597, 1.829], [1.894, -8.016, 1.568], [2.775, -9.069, 0.588], [5.158, -9.407, 1.101], [5.575, -9.151, 2.696], [5.897, -7.803, 1.525], [-0.377, 4.338, 8.157], [-0.694, 5.433, 7.858], [-1.800, 5.557, 7.173], [0.056, 6.586, 8.497], [-1.984, 6.474, 6.793], [-2.429, 4.797, 6.956], [-0.631, 7.426, 8.599], [0.906, 6.815, 7.854], [0.310, 6.387, 9.538], [4.968, 3.954, -8.605], [4.414, 4.797, -7.882], [4.548, 6.038, -8.348], [3.659, 4.515, -6.572], [5.017, 6.164, -9.233], [4.262, 6.834, -7.796], [2.615, 4.786, -6.733], [4.081, 5.112, -5.763], [3.660, 3.436, -6.420], [-3.882, -7.921, 0.933], [-4.627, -8.724, 0.486], [-5.823, -8.408, 0.023], [-4.141, -10.151, 0.209], [-6.371, -9.152, -0.386], [-6.067, -7.432, -0.071], [-4.018, -10.655, 1.168], [-3.261, -10.193, -0.432], [-4.971, -10.662, -0.279], [-3.849, -7.610, 8.684], [-3.591, -7.647, 7.466], [-4.406, -7.388, 6.519], [-2.185, -7.969, 6.994], [-4.100, -7.187, 5.578], [-5.332, -7.146, 6.843], [-1.790, -7.432, 6.131], [-2.289, -9.016, 6.713], [-1.535, -7.757, 7.844], [5.726, 5.111, 0.572], [5.903, 6.179, 1.130], [5.828, 7.278, 0.408], [6.015, 6.348, 2.605], [5.547, 7.315, -0.562], [6.160, 8.156, 0.780], [6.684, 7.201, 2.718], [6.367, 5.378, 2.955], [5.081, 6.552, 3.128]], "forces_ev_per_a": [[-0.7, 0.1, -0.4], [2.8, 0.5, 1.7], [-0.6, 0.2, -0.9], [0.2, -0.1, -0.4], [-0.6, 0.0, -0.1], [0.2, 0.2, 0.6], [-2.4, -0.4, -2.1], [-0.3, 0.1, 0.5], [0.1, -0.1, 0.4], [0.3, 0.1, -0.4], [0.3, 0.4, 0.4], [0.2, -0.5, -0.6], [-0.2, 0.0, 0.2], [-0.2, 0.1, -0.3], [0.3, -0.1, 1.0], [0.4, -0.3, -0.4], [0.5, -0.1, 0.4], [-0.1, -0.2, -0.4], [0.6, 0.6, 0.4], [-0.3, -0.8, 0.3], [-0.2, -0.1, 0.3], [0.1, -0.1, 0.3], [-0.1, -0.2, -0.7], [-0.7, -0.3, 0.3], [-0.1, 0.4, 0.6], [0.4, 0.2, -0.2], [-0.1, 0.1, -0.1], [-0.4, 0.0, -0.2], [0.3, 0.0, -0.2], [1.8, 1.3, 1.8], [0.2, -0.8, 0.8], [1.7, 1.3, 0.0], [-1.8, 0.6, 0.1], [-0.1, -0.2, -0.9], [-0.4, 0.1, 1.7], [-0.6, -1.3, -1.2], [-1.1, 0.0, -0.4], [-0.2, -0.2, -1.0], [-0.1, 0.2, 0.1], [-0.8, 0.1, -0.4], [-0.7, -0.8, -0.8], [0.6, -0.1, -0.1], [0.3, 0.0, 0.3], [0.0, -0.1, -0.2], [0.0, 0.2, 0.2], [0.5, 0.1, -0.4], [-0.3, -0.4, -0.2], [-0.2, 0.1, -0.2], [1.2, 0.0, 0.9], [-0.2, 0.3, -0.1], [-1.3, -1.8, -2.2], [-3.1, 2.8, 2.1], [0.1, -2.6, 2.7], [0.0, 0.0, 0.4], [4.4, 1.1, -2.9], [4.0, 2.4, -0.2], [-3.4, -2.2, 1.6], [-1.8, 0.3, -4.9], [2.2, 0.1, 3.0], [0.5, -1.2, 0.1], [-0.9, 0.7, -0.9], [-0.4, -1.1, 0.6], [-0.1, 0.9, 0.7], [0.8, 0.0, -0.6], [-0.1, 0.8, -1.0], [-1.0, -0.8, -0.2], [0.9, 0.8, 0.3], [-1.1, -1.6, 0.7], [0.2, 0.8, -1.1], [-0.2, 0.0, 0.1], [-0.6, -0.6, 1.2], [1.1, -0.3, -0.1], [0.3, 0.1, 0.3], [0.1, -0.2, -0.1], [0.1, 0.1, 0.1], [-0.1, 0.1, -0.1], [0.1, -0.2, 0.1], [-0.1, 0.3, -0.3], [0.0, -0.1, 0.0], [0.0, 0.5, 0.0], [-0.1, 0.3, 0.3], [-0.2, -0.1, -0.2], [-0.1, 0.2, 0.4], [-0.3, -0.7, -0.7], [-0.1, -0.1, -0.9], [-0.5, 0.9, -1.3], [1.0, 0.3, 0.7], [0.0, 0.4, 0.4], [-0.3, -0.2, 0.6], [0.1, -0.4, 1.0], [0.1, -0.5, 0.2], [0.2, 0.1, 0.0], [-0.1, 0.3, 0.0], [0.5, 0.5, -0.2], [-1.0, 1.2, -0.4], [1.3, -0.3, -0.1], [0.7, -1.3, 1.0], [0.1, 0.6, -0.1], [-0.7, 0.4, -0.2], [-0.3, -0.4, 0.2], [-0.2, -0.2, -0.4], [-0.5, -0.3, 0.0], [0.0, -0.2, 0.1], [0.0, 1.3, 0.6], [-1.0, -1.0, -1.9], [0.3, 1.6, 0.0], [-0.4, -1.2, 0.0], [-0.1, -0.2, 0.6], [0.8, -0.2, -0.2], [0.2, -0.2, 0.4], [0.5, 0.3, -0.2], [-0.5, -0.5, 0.9], [0.3, 0.1, -0.2], [0.4, 0.7, 0.2], [-0.8, -1.8, -0.2], [-0.5, 0.7, 0.3], [0.5, -0.4, -0.1], [0.3, 0.5, -0.4], [0.2, 0.6, 0.3], [0.4, 0.3, 0.6], [-0.5, -0.1, -0.7], [-0.1, 0.0, -0.1], [0.2, -0.4, 0.1], [-0.6, -0.2, 0.5], [-0.5, -0.1, 0.9], [0.5, 0.2, -1.4], [-0.7, -0.1, 0.0], [-0.2, 0.2, -0.2], [0.8, -0.2, 0.2], [0.0, 0.3, 0.0], [0.4, 0.2, -0.2], [0.3, -0.3, 0.2], [0.1, -2.4, -1.3], [3.2, 4.4, 2.9], [-2.2, -1.2, -1.7], [-1.5, -1.2, -0.3], [0.0, 0.0, 0.2], [0.4, -0.2, 0.3], [0.3, 0.2, -0.6], [0.0, 0.6, 0.4], [-0.2, -0.1, 0.2], [2.2, -4.6, 1.3], [0.2, 0.7, 1.8], [-2.0, 3.0, -1.9], [-1.1, 1.0, -0.7], [-0.6, -0.2, -0.1], [0.6, 0.0, 0.0], [0.2, 0.5, -0.5], [0.1, 0.3, 0.4], [0.4, -0.7, -0.4], [-1.0, -0.5, 1.5], [1.4, -1.9, -1.5], [-0.7, 2.2, 0.9], [0.1, 0.1, -1.4], [-0.1, -0.1, 0.3], [0.0, 0.0, -0.4], [0.0, 0.2, 0.1], [-0.1, -0.3, 0.1], [0.4, 0.2, 0.3], [1.9, 2.3, 1.7], [1.3, -2.0, -1.5], [-1.9, -0.3, -0.6], [-1.6, -0.1, 0.4], [-0.2, 0.7, -0.1], [-0.2, -0.3, 0.1], [0.5, 0.0, -0.1], [0.0, 0.2, 0.3], [0.2, -0.4, -0.2], [-0.1, -0.4, -1.8], [3.6, 0.3, 3.9], [-3.4, 0.9, -2.4], [-0.1, -0.1, 0.5], [-0.2, -0.2, 0.3], [-0.2, 0.1, -0.5], [-0.4, 0.2, -0.1], [0.8, -0.2, 0.2], [0.1, -0.6, -0.2], [0.2, -0.9, 0.4], [-1.8, -1.7, -0.6], [0.5, 3.3, -0.7], [0.6, -0.2, 0.0], [0.2, -0.6, 0.2], [-0.3, -0.1, 0.0], [0.3, -0.3, 0.8], [0.4, 0.4, 0.4], [-0.1, 0.1, -0.5]]}

=====

Record 3
{"formula": "C4H5N3O2", "method": "wB97M-V/def2-TZVPD", "orbital_gap_ev": 8.77, "e_tot_ha": -470.01781, "lumo_ev": -0.493, "smiles": "Cc1nccn1[N+](=O)[O-]", "symbols": ["C", "C", "C", "C", "N", "N", "N", "O", "O", "H", "H", "H", "H", "H"], "xyz": [[1.000, 1.795, 0.102], [-0.331, 1.649, -0.079], [0.657, -0.323, 0.062], [1.023, -1.732, -0.080], [1.568, 0.557, 0.146], [-0.610, 0.317, 0.046], [-2.003, -0.203, 0.038], [-2.169, -1.392, 0.143], [-2.820, 0.688, -0.034], [1.566, 2.632, 0.145], [-1.101, 2.438, -0.264], [2.050, -1.892, 0.003], [0.566, -2.022, -0.968], [0.604, -2.511, 0.739]], "forces_ev_per_a": [[-2.2, -2.1, -0.7], [-1.3, 2.9, 0.4], [-0.7, -0.7, 1.2], [-2.9, -2.2, 3.3], [1.6, 0.5, 0.2], [-0.3, -1.6, -0.9], [0.9, 1.0, 0.0], [0.5, 0.8, -0.2], [0.4, -1.0, 0.0], [1.5, 2.5, 0.0], [0.8, -1.2, 0.5], [1.6, 0.3, -0.5], [-0.3, -1.2, -1.8], [0.4, 2.1, -1.6]]}

=====

Record 4
{"formula": "C4H6O", "method": "wB97M-V/def2-TZVPD", "orbital_gap_ev": 10.38, "e_tot_ha": -231.19304, "lumo_ev": 1.105, "smiles": "C1=CCOC1", "symbols": ["C", "C", "C", "C", "H", "H", "H", "H", "H", "H", "O"], "xyz": [[-1.082, -0.663, 0.004], [1.246, -0.386, -0.017], [0.559, 1.004, -0.151], [-0.749, 0.815, -0.160], [-1.937, -1.013, -0.689], [-1.361, -0.885, 1.081], [1.634, -0.495, 1.122], [2.065, -0.581, -0.745], [1.036, 1.989, -0.074], [-1.604, 1.541, -0.103], [0.193, -1.326, -0.269]], "forces_ev_per_a": [[0.1, -0.3, -0.2], [0.0, 0.5, 1.5], [0.3, -0.5, 0.3], [-1.6, -0.1, 0.6], [1.6, 0.2, 1.0], [0.0, 0.2, -1.1], [-0.6, 0.1, -2.5], [-0.5, 0.2, 0.7], [0.0, -0.6, -0.2], [1.3, -0.5, -0.2], [-0.7, 0.7, 0.1]]}

=====

Record 5
{"formula": "C4H14N3S", "method": "wB97M-V/def2-TZVPD", "orbital_gap_ev": 9.71, "total_charge": 1, "e_tot_ha": -722.93478, "lumo_ev": -3.277, "smiles": "CNC(S)(NC)[NH2+]C", "symbols": ["C", "C", "C", "C", "N", "N", "N", "S", "H", "H", "H", "H", "H", "H", "H", "H", "H", "H", "H", "H", "H", "H"], "xyz": [[0.885, 1.505, 1.609], [-0.678, -2.148, 0.644], [-1.010, 0.876, -1.918], [0.565, -0.194, -0.245], [0.130, 0.407, 0.962], [-0.168, -1.360, -0.469], [0.414, 0.618, -1.613], [2.453, -0.409, -0.187], [0.874, 1.489, 2.756], [1.954, 1.697, 1.358], [0.319, 2.502, 1.586], [-0.405, -1.865, 1.684], [-1.740, -2.003, 0.637], [-0.177, -3.051, 0.381], [-1.338, -0.072, -2.096], [-1.610, 1.176, -1.083], [-1.252, 1.634, -2.688], [-0.799, 0.548, 1.003], [0.171, -1.846, -1.295], [0.903, 1.536, -1.479], [0.856, 0.145, -2.427], [2.296, -0.876, 1.165]], "forces_ev_per_a": [[-0.8, 2.5, 2.3], [0.6, 0.5, 0.2], [-0.1, 1.7, -0.3], [1.1, -0.7, 1.0], [4.9, 0.7, -1.0], [0.4, 1.9, -0.5], [0.4, 2.6, 0.2], [-0.9, -0.7, 1.9], [0.1, -1.2, -1.4], [-1.1, -0.6, -0.4], [0.7, -1.1, -1.0], [0.6, 0.2, -1.0], [-0.7, -1.2, -0.1], [-1.0, -1.7, 0.7], [-1.5, -2.3, -1.3], [0.4, 0.4, 1.1], [0.8, -0.7, 0.0], [-3.9, 0.4, 0.2], [-0.2, -0.4, 0.6], [-0.2, -1.1, -0.2], [-0.2, 0.2, 0.8], [0.5, 0.5, -1.9]]}

=====

Record 6
{"formula": "C2H5N3O", "method": "wB97M-V/def2-TZVPD", "orbital_gap_ev": 10.43, "e_tot_ha": -318.65592, "lumo_ev": 0.826, "smiles": "N/N=C\\NC=O", "symbols": ["C", "C", "H", "H", "H", "H", "H", "N", "N", "N", "O"], "xyz": [[-0.143, 0.882, -0.178], [1.923, -0.310, 0.012], [-2.893, -0.184, -0.072], [-1.874, -0.651, 0.953], [0.451, 1.837, -0.404], [0.068, -1.299, -0.219], [2.519, -1.229, -0.062], [-1.865, -0.357, 0.035], [-1.364, 0.992, 0.057], [0.549, -0.309, -0.292], [2.629, 0.627, 0.169]], "forces_ev_per_a": [[2.2, 2.3, -0.8], [0.0, -1.3, -1.5], [1.1, -0.5, -0.3], [0.4, -1.1, 2.8], [-0.7, -1.7, 0.7], [1.0, 3.3, -0.3], [-1.2, -1.1, 0.1], [-3.5, 1.1, -1.8], [-0.6, -0.6, -0.5], [1.1, -3.0, 0.8], [0.3, 2.5, 0.6]]}